(1)
131
Properties=species:S:1:pos:R:3 method="wB97M-V/def2-TZVPD" homo_lumo_gap_ev="8.6 / 8.6" spin_multiplicity=2 relative_energy_ev=0.0000 total_charge=0 e_homo_ha="-0.3015 / -0.3015" total_energy_ev=-129980.2659 max_force_ev_per_a=1.9
C 1.136 0.010 1.486
C 0.596 1.148 2.310
C 0.975 1.345 3.623
C 0.435 2.396 4.357
C -0.483 3.269 3.807
C -1.081 4.423 4.599
C -0.566 4.503 6.041
C -0.834 5.794 3.910
C -0.885 3.058 2.482
O -1.833 3.925 1.978
C -2.900 3.327 1.266
C -4.050 2.837 2.164
O -3.597 2.146 3.318
C -4.995 3.991 2.570
C -6.462 3.586 2.838
C -7.404 4.051 1.710
C -6.946 4.328 4.115
N -6.630 2.140 3.107
O -6.328 1.791 4.305
C -6.108 1.253 2.041
C -5.679 -0.087 2.655
C -7.208 0.899 0.984
C -4.875 1.843 1.319
C -0.334 2.025 1.761
H 1.783 0.379 0.689
H 1.626 -0.731 2.113
H 0.309 -0.502 0.987
H 1.678 0.666 4.090
H 0.757 2.498 5.383
H -2.156 4.226 4.661
H -0.946 5.421 6.494
H -0.899 3.674 6.667
H 0.524 4.571 6.034
H -1.789 6.222 3.606
H -0.326 6.483 4.581
H -0.260 5.658 2.995
H -3.305 4.106 0.618
H -2.594 2.512 0.608
H -3.602 2.773 4.046
H -4.585 4.578 3.396
H -5.011 4.680 1.721
H -8.430 3.863 2.025
H -7.268 5.128 1.622
H -7.174 3.561 0.765
H -7.150 5.370 3.870
H -6.144 4.298 4.852
H -7.797 3.824 4.568
H -5.388 -0.777 1.861
H -6.489 -0.535 3.230
H -4.815 0.026 3.306
H -7.486 -0.146 1.095
H -8.083 1.522 1.160
H -6.824 1.037 -0.025
H -5.156 2.345 0.388
H -4.187 1.043 1.040
H -0.640 1.835 0.736
O 2.164 -0.913 -2.356
S 1.079 -1.511 -3.075
O -0.232 -1.561 -2.506
O 1.510 -2.977 -3.515
C 1.956 -3.863 -2.463
C 0.815 -4.342 -1.590
C 0.973 -0.798 -4.679
H 2.725 -3.364 -1.871
H 2.427 -4.706 -2.965
H 0.365 -3.516 -1.042
H 1.168 -5.072 -0.863
H 0.031 -4.796 -2.198
H 1.963 -0.782 -5.127
H 0.598 0.216 -4.555
H 0.280 -1.377 -5.282
O 0.746 -6.492 1.133
S 0.908 -7.692 1.896
O -0.230 -8.476 2.260
O 1.748 -7.341 3.197
C 1.277 -6.242 4.012
C 0.035 -6.573 4.810
C 2.095 -8.741 1.129
H 1.115 -5.369 3.378
H 2.099 -6.006 4.685
H -0.820 -6.758 4.161
H -0.216 -5.737 5.464
H 0.184 -7.469 5.414
H 2.974 -8.156 0.873
H 1.631 -9.143 0.231
H 2.344 -9.547 1.814
O 0.578 -2.527 5.532
S 0.365 -2.394 6.941
O -0.379 -3.381 7.661
O -0.241 -0.957 7.239
C -1.447 -0.570 6.541
C -2.681 -1.272 7.071
C 1.912 -2.158 7.748
H -1.320 -0.737 5.470
H -1.537 0.504 6.694
H -2.642 -2.344 6.881
H -3.573 -0.875 6.586
H -2.769 -1.133 8.149
H 2.473 -1.391 7.222
H 2.439 -3.109 7.709
H 1.729 -1.874 8.780
O 2.417 0.643 -7.359
S 2.696 2.030 -7.125
O 1.654 3.007 -7.154
O 3.876 2.491 -8.086
C 3.714 2.303 -9.512
C 2.732 3.292 -10.110
C 3.566 2.195 -5.602
H 3.420 1.273 -9.721
H 4.697 2.451 -9.950
H 1.722 3.130 -9.734
H 2.710 3.187 -11.194
H 3.014 4.314 -9.855
H 4.379 1.474 -5.574
H 2.855 1.994 -4.803
H 3.940 3.212 -5.521
O 6.345 0.374 -10.231
S 7.160 -0.150 -9.176
O 8.472 0.360 -8.931
O 7.231 -1.731 -9.327
C 7.692 -2.271 -10.584
C 9.189 -2.120 -10.771
C 6.260 -0.105 -7.667
H 7.138 -1.813 -11.405
H 7.426 -3.326 -10.559
H 9.476 -1.073 -10.853
H 9.505 -2.630 -11.681
H 9.726 -2.541 -9.921
H 5.266 -0.515 -7.833
H 6.191 0.937 -7.361
H 6.800 -0.679 -6.919


(2)
126
Properties=species:S:1:pos:R:3 method="wB97M-V/def2-TZVPD" homo_lumo_gap_ev=8.3 total_charge=0 e_homo_ha=-0.3238 total_energy_ev=-147934.2074 max_force_ev_per_a=0.9
C -1.547 1.894 0.489
O -0.668 1.620 -0.599
C -1.246 1.759 -1.825
N -2.000 0.482 -2.226
C -3.434 0.779 -2.572
C -3.624 1.755 -3.737
C -4.765 2.740 -3.539
O -5.255 3.297 -4.459
O -5.131 2.994 -2.240
C -4.154 -0.568 -2.682
Br -5.907 -0.291 -3.512
I -4.597 -1.153 -0.590
O -3.538 -1.520 -3.408
C -2.070 -1.760 -3.377
C -1.847 -2.405 -4.759
C -0.646 -3.335 -4.925
C 0.731 -2.711 -4.991
O 1.644 -3.063 -4.292
O 0.822 -1.732 -5.916
C -1.779 -2.766 -2.257
C -2.548 -4.085 -2.356
C -1.698 -5.319 -2.080
F -3.592 -4.061 -1.426
C -1.293 -0.405 -3.250
N -1.310 0.308 -4.507
C 0.180 -0.561 -2.639
O 1.061 -0.164 -3.408
O 0.194 -0.978 -1.464
H -1.027 1.640 1.408
H -2.447 1.270 0.428
H -1.834 2.949 0.509
H -1.991 2.562 -1.830
H -0.478 1.951 -2.571
H -1.993 -0.080 -1.360
H -3.838 1.259 -1.683
H -2.726 2.354 -3.879
H -3.789 1.268 -4.691
H -5.931 2.495 -2.026
H -1.842 -1.635 -5.524
H -2.741 -2.994 -4.966
H -0.802 -3.874 -5.865
H -0.568 -4.086 -4.144
H 1.700 -1.337 -5.803
H -1.937 -2.335 -1.270
H -0.711 -2.972 -2.281
H -3.043 -4.186 -3.323
H -0.748 -5.074 -1.607
H -1.490 -5.863 -3.002
H -2.259 -5.990 -1.431
H -0.797 1.173 -4.374
H -0.696 -0.203 -5.134
C -2.228 0.626 6.667
C -1.474 1.599 5.777
O -2.020 1.734 4.476
C -3.346 2.225 4.414
C -3.519 3.621 4.990
H -2.355 -0.331 6.158
H -1.668 0.455 7.587
H -3.216 0.998 6.942
H -0.460 1.233 5.617
H -1.390 2.578 6.262
H -4.041 1.527 4.895
H -3.591 2.233 3.351
H -3.390 3.636 6.072
H -4.521 3.992 4.771
H -2.790 4.305 4.553
C 6.142 -0.956 0.409
C 4.980 -1.840 0.836
O 3.716 -1.224 0.731
C 3.331 -0.834 -0.585
C 3.232 -1.983 -1.569
H 6.095 0.005 0.924
H 7.089 -1.439 0.655
H 6.135 -0.765 -0.665
H 5.084 -2.097 1.892
H 5.001 -2.783 0.275
H 4.015 -0.065 -0.966
H 2.353 -0.371 -0.477
H 4.216 -2.409 -1.782
H 2.796 -1.632 -2.500
H 2.602 -2.779 -1.169
C -4.568 6.182 -3.332
C -4.958 7.541 -2.777
O -3.896 8.237 -2.146
C -2.793 8.553 -2.975
C -3.137 9.462 -4.143
H -4.068 5.594 -2.560
H -5.441 5.638 -3.682
H -3.886 6.285 -4.179
H -5.713 7.423 -1.999
H -5.408 8.156 -3.565
H -2.307 7.640 -3.338
H -2.083 9.051 -2.315
H -3.762 8.962 -4.884
H -2.223 9.782 -4.645
H -3.669 10.347 -3.791
C 1.666 1.858 8.314
C 1.010 0.929 9.322
O 1.155 -0.446 9.019
C 2.487 -0.928 8.976
C 3.233 -0.800 10.293
H 1.348 1.602 7.302
H 1.380 2.890 8.521
H 2.755 1.805 8.349
H -0.068 1.097 9.334
H 1.375 1.146 10.333
H 3.048 -0.439 8.172
H 2.392 -1.979 8.703
H 3.443 0.240 10.549
H 4.188 -1.322 10.228
H 2.650 -1.239 11.104
C 6.420 -4.558 -2.358
C 5.517 -5.418 -1.489
O 5.658 -6.809 -1.727
C 6.941 -7.347 -1.466
C 7.388 -7.208 -0.020
H 6.303 -4.824 -3.409
H 6.165 -3.505 -2.234
H 7.473 -4.676 -2.093
H 4.474 -5.192 -1.712
H 5.673 -5.191 -0.428
H 7.688 -6.907 -2.137
H 6.859 -8.402 -1.729
H 7.585 -6.170 0.251
H 8.308 -7.771 0.138
H 6.622 -7.595 0.653